DFT (wB97M-V/def2-TZVPD) results for 6 unconnected molecules or ions with the total composition C22H24Cl3N4 at a distorted geometry.

* spin multiplicity: 2
* ⟨S²⟩: 0.752
* orbital gap (spin up / spin down): 9.9 / 5.0 eV
* LUMO energy (spin up / spin down): 0.0251 / -0.1552 Ha

CARTESIAN COORDINATES (ANGSTROEM)
Cl -0.6451 0.6924 0.1880
Cl 0.4758 5.8193 1.2470
C 1.1564 4.2373 1.6079
C 0.1863 3.4337 2.4883
Cl -0.3620 4.3607 3.9661
H 2.1255 4.3118 2.1013
H 1.3944 3.7368 0.6693
H 0.6023 2.4951 2.8543
H -0.6302 3.0743 1.8620
N -3.1681 -2.4426 2.0131
C -3.8473 -3.4271 2.6588
C -4.9416 -3.0821 3.4470
C -5.4933 -1.7963 3.3121
C -4.7352 -0.8386 2.6269
C -3.5649 -1.1942 1.9918
H -3.4870 -4.4386 2.5433
H -5.4135 -3.8709 4.0141
H -6.4201 -1.5945 3.8284
H -5.0989 0.1756 2.7012
H -2.8643 -0.5331 1.5033
N -2.5819 -1.5917 -2.6206
C -2.8681 -2.4686 -3.6021
C -2.7004 -2.2022 -4.9664
C -2.4490 -0.9098 -5.3006
C -2.3181 0.0700 -4.3147
C -2.3187 -0.3359 -2.9903
H -3.0989 -3.4665 -3.2595
H -2.7355 -3.0290 -5.6604
H -2.4258 -0.6866 -6.3570
H -2.1358 1.1241 -4.4632
H -2.1708 0.3164 -2.1423
N 1.3376 -1.8175 -2.5680
C 1.5215 -0.4614 -2.5679
C 2.7814 0.1623 -2.7038
C 3.8593 -0.6672 -2.9335
C 3.6927 -2.0007 -3.0466
C 2.4240 -2.5442 -2.9317
H 0.6444 0.1341 -2.3620
H 2.8665 1.2386 -2.7310
H 4.8868 -0.3507 -3.0355
H 4.5588 -2.6296 -3.1907
H 2.2448 -3.5944 -3.1090
N 3.2724 1.6693 1.1430
C 2.7523 0.7346 1.9651
C 3.1551 0.5802 3.2815
C 4.1522 1.3872 3.7864
C 4.7357 2.3078 2.9229
C 4.2343 2.4818 1.6324
H 1.9353 0.1398 1.5840
H 2.6903 -0.1194 3.9605
H 4.5480 1.3287 4.7895
H 5.5831 2.8980 3.2390
H 4.6572 3.1833 0.9284